Entry from OMol25: C40H39CrN9OP2S2 as an isolated structure (wB97M-V/def2-TZVPD).

Results
HOMO (alpha / beta) (eV): -9.729 / -9.719
Gap between HOMO and LUMO (alpha / beta) (eV): 6.4255 / 6.8342
E_LUMO (alpha / beta) (eV): -3.30 / -2.88
2S+1: 2
Net charge: +1
Energy relative to the best compared isomer or geometry (same formula, charge and spin) (kcal/mol): 3.2

Each line ends with the Mulliken charge.
Element x y z (Å)
Cr1 0.824643 0.639888 0.018393  -0.924
C1 -3.112877 3.678633 -2.307566  -0.819
N1 -1.864161 2.942058 -2.141470  0.242
C2 -0.919266 2.862820 -3.152339  -1.658
C3 0.074762 2.069727 -2.697820  -0.712
N2 -0.251624 1.662852 -1.423017  1.682
C4 -1.410501 2.233063 -1.084438  -1.152
P1 -2.005537 1.507021 0.604985  1.741
C5 -1.541125 0.211386 1.981237  -0.779
N3 -0.316703 -0.180170 1.597322  1.485
C6 0.085149 -1.214401 2.415325  -0.815
C7 -0.898914 -1.442888 3.315081  -1.573
N4 -1.915253 -0.549153 3.036964  0.389
C8 -3.113706 -0.456191 3.865456  -0.836
C9 -0.703492 2.595897 1.434210  -0.821
N5 0.516565 2.456090 0.938530  1.334
C10 1.354864 3.314472 1.604275  -0.685
C11 0.633287 3.951261 2.552956  -1.290
N6 -0.662206 3.468150 2.468959  0.310
C12 -1.674043 3.805011 3.462547  -1.167
H1 -3.323427 3.747407 -3.370238  0.411
H2 -3.036586 4.683480 -1.900993  0.283
H3 -3.934897 3.154832 -1.831915  0.303
H4 -1.049753 3.372242 -4.093217  0.496
H5 0.981502 1.768450 -3.195318  0.651
H6 1.051228 -1.686278 2.323279  0.389
H7 -0.961280 -2.134336 4.139510  0.495
H8 -3.145278 -1.328640 4.510177  0.306
H9 -4.014248 -0.450050 3.261842  0.317
H10 -3.090521 0.435228 4.489411  0.338
H11 2.403125 3.398389 1.373967  0.591
H12 0.914520 4.688148 3.287176  0.584
H13 -1.210549 3.788460 4.444812  0.424
H14 -2.468626 3.071368 3.447358  0.347
H15 -2.087574 4.794672 3.287678  0.366
S1 2.653620 0.467338 1.535361  -0.523
C13 3.641733 1.070800 0.256261  1.484
S2 2.719389 1.375842 -1.175667  -0.757
C14 4.982637 1.290580 0.366686  0.758
C15 5.667895 0.984083 1.588267  -0.190
N7 6.199795 0.711508 2.573016  -0.585
C16 5.733570 1.790973 -0.748816  -0.213
N8 6.331128 2.197405 -1.645614  -0.569
C17 -3.503689 3.901659 0.852566  -1.941
C18 -3.636277 2.364594 0.821531  1.129
C19 -4.549276 1.901447 1.960584  -1.441
C20 -2.581004 0.029238 -0.471334  -1.221
C21 -3.614561 -0.897211 0.176089  -0.540
O1 -2.966804 -2.180856 0.205556  -0.416
C22 -1.766122 -2.017004 -0.396740  0.422
N9 -1.474676 -0.847635 -0.814708  0.403
C23 -0.962966 -3.232986 -0.572984  0.131
C24 -1.640168 -4.455180 -0.534493  -0.689
C25 -0.982299 -5.629213 -0.843005  -0.714
C26 0.355932 -5.584360 -1.207646  -0.952
C27 1.034177 -4.378186 -1.221750  -0.460
C28 0.402268 -3.182533 -0.884533  -0.073
P2 1.449079 -1.649058 -0.905412  2.382
C29 1.739968 -1.593644 -2.717147  0.900
C30 2.820407 -2.178164 -3.370579  -0.476
C31 2.909445 -2.126185 -4.756540  -0.885
C32 1.917912 -1.506243 -5.503087  -0.761
C33 0.821358 -0.948893 -4.860046  -0.721
C34 0.733324 -0.994697 -3.476831  -0.661
C35 2.991370 -2.270895 -0.137877  1.078
C36 4.227164 -1.748726 -0.519067  -0.516
C37 5.379502 -2.078136 0.178616  -1.131
C38 5.313686 -2.927972 1.273065  -0.774
C39 4.089254 -3.453873 1.661406  -1.000
C40 2.936545 -3.127254 0.961133  -0.908
H16 -4.319898 4.357782 0.293388  0.430
H17 -2.563775 4.270125 0.441546  0.241
H18 -3.586312 4.267520 1.871550  0.596
H19 -4.136755 2.085789 -0.109326  0.662
H20 -4.036988 1.851883 2.918117  0.082
H21 -5.004808 0.933076 1.770201  0.341
H22 -5.364712 2.618266 2.065470  0.508
H23 -2.959071 0.511512 -1.376303  1.454
H24 -4.535820 -0.973837 -0.398400  0.272
H25 -3.857262 -0.628905 1.198282  -0.153
H26 -2.692046 -4.466268 -0.282651  0.536
H27 -1.513003 -6.572348 -0.817918  0.438
H28 0.876389 -6.494315 -1.478108  0.454
H29 2.082040 -4.368374 -1.490867  0.432
H30 3.600707 -2.677798 -2.813494  0.448
H31 3.761261 -2.574292 -5.252490  0.461
H32 1.996693 -1.464517 -6.582241  0.405
H33 0.033230 -0.479931 -5.437907  0.459
H34 -0.130944 -0.579316 -2.974178  0.361
H35 4.290478 -1.057362 -1.349223  0.817
H36 6.328830 -1.653326 -0.124748  0.512
H37 6.212685 -3.176023 1.822955  0.417
H38 4.027899 -4.116290 2.515707  0.453
H39 1.990335 -3.548481 1.281300  0.551

Cartesian forces (eV/Å) of the 6 atoms listed first:
Cr 0.4 -0.5 0.0
C 0.1 0.0 0.0
N -0.2 0.2 -0.1
C -0.2 0.0 0.0
C -0.1 -0.1 0.2
N 0.1 0.4 -0.1